No. 1
Below is 2 unconnected molecules or ions with the total composition C5H10O2, with properties calculated with wB97M-V/def2-TZVPD.

## Properties
- Strongest force on any atom: 3.6 eV/Å
- M: 102.1 g/mol
- Frontier orbital gap (alpha / beta): 3.354 / 6.918 eV
- Relative energy (zero: lowest compared OMol25 entry of this formula, charge and spin): 1.327 eV
- DFT total energy: -346.88440 hartree
- E_HOMO (alpha / beta): 0.019 / -0.116 hartree

Structure (ORCA input):
```
! RIJCOSX wB97M-V def2-TZVPD def2/J DEFGRID3
* xyz -1 2
O -0.382 -1.745 1.570
C -1.109 -0.720 1.572
C -0.446 0.656 1.751
C 0.172 0.967 0.262
C -0.809 1.081 -0.904
C -0.959 -0.089 -1.565
H -2.180 -0.930 1.783
H -1.279 1.365 1.926
H 0.432 0.579 2.431
H 0.830 1.892 0.171
H 0.890 0.131 0.188
H -1.254 1.981 -1.311
H -1.758 -0.198 -2.309
H -0.537 -1.038 -1.311
H 2.982 -0.691 -0.912
H 2.459 -1.659 -2.082
O 2.947 -1.582 -1.259
*
```

Atomic partial charges in e from the Mulliken method, atoms 1 to 2: -0.71, -0.45

No. 2
Below is 2 unconnected molecules or ions with the total composition CH3FN2, with properties calculated with wB97M-V/def2-TZVPD.

## Properties
- Strongest force on any atom: 2.8 eV/Å
- SMILES string: N#CN.F
- M: 62.0 g/mol
- Frontier orbital gap: 10.637 eV
- Relative energy (zero: lowest compared OMol25 entry of this formula, charge and spin): 0.512 eV
- DFT total energy: -249.24793 hartree
- E_HOMO: -0.368 hartree

Structure (ORCA input):
```
! RIJCOSX wB97M-V def2-TZVPD def2/J DEFGRID3
* xyz 0 1
N -0.261 -0.384 -0.082
C 0.775 0.099 -0.198
N 1.917 0.697 -0.088
H 2.319 1.474 -0.548
H 2.469 0.579 0.730
F -3.589 -0.801 -0.110
H -3.630 -1.664 0.295
*
```

Atomic partial charges in e from the Mulliken method, atoms 1 to 2: -0.35, 0.34

No. 3
Below is C4H5N3O in the gas phase, with properties calculated with wB97M-V/def2-TZVPD.

## Properties
- Strongest force on any atom: 2.0 eV/Å
- SMILES string: C=C1N=CNN1C=O
- M: 111.1 g/mol
- Frontier orbital gap: 8.957 eV
- Relative energy (zero: lowest compared OMol25 entry of this formula, charge and spin): 2.443 eV
- DFT total energy: -394.87778 hartree
- E_HOMO: -0.305 hartree

Structure (ORCA input):
```
! RIJCOSX wB97M-V def2-TZVPD def2/J DEFGRID3
* xyz 0 1
C -1.034 1.752 0.117
C -0.740 0.480 0.065
N -1.653 -0.550 -0.206
C -0.968 -1.652 -0.069
N 0.336 -1.473 0.363
N 0.544 -0.074 0.302
C 1.730 0.456 -0.100
O 2.756 -0.177 -0.106
H -0.341 2.494 0.457
H -2.029 2.030 -0.199
H -1.263 -2.676 -0.247
H 1.068 -2.113 0.000
H 1.595 1.503 -0.377
*
```

Atomic partial charges in e from the Mulliken method, atoms 1 to 2: -0.95, 0.50

No. 4
Below is C27H29N5O4 in the gas phase, with properties calculated with wB97M-V/def2-TZVPD.

## Properties
- Strongest force on any atom: 1.3 eV/Å
- SMILES string: Cc1ccc([C@@H](C(=O)NCc2ccco2)N(C[C@H]2CCCO2)C(=O)Cn2nnc3ccccc32)cc1
- M: 487.6 g/mol
- Frontier orbital gap: 9.351 eV
- Relative energy (zero: lowest compared OMol25 entry of this formula, charge and spin): 3.370 eV
- DFT total energy: -1621.00996 hartree
- E_HOMO: -0.318 hartree

Structure (ORCA input):
```
! RIJCOSX wB97M-V def2-TZVPD def2/J DEFGRID3
* xyz 0 1
C -2.635 -4.212 0.495
C -2.064 -2.876 0.134
C -1.231 -2.207 1.025
C -0.706 -0.969 0.711
C -1.000 -0.370 -0.509
C -0.414 0.994 -0.842
C -1.250 1.961 -0.008
O -0.998 2.350 1.113
N -2.402 2.284 -0.645
C -3.543 2.800 0.087
C -4.547 1.714 0.313
C -4.401 0.451 0.809
C -5.681 -0.150 0.735
C -6.505 0.789 0.199
O -5.827 1.919 -0.066
N 1.033 0.946 -0.653
C 1.675 1.594 0.472
C 2.181 3.003 0.120
C 2.562 3.788 1.388
C 3.881 4.456 1.005
C 4.455 3.426 0.036
O 3.343 2.954 -0.703
C 1.683 0.311 -1.654
O 1.126 -0.044 -2.677
C 3.138 -0.086 -1.388
N 3.141 -1.058 -0.332
N 3.771 -0.852 0.832
N 3.542 -1.801 1.642
C 2.715 -2.702 1.042
C 2.153 -3.899 1.489
C 1.327 -4.564 0.616
C 1.051 -4.073 -0.670
C 1.597 -2.901 -1.137
C 2.434 -2.220 -0.261
C -1.828 -1.032 -1.401
C -2.353 -2.272 -1.081
H -1.853 -4.870 0.870
H -3.109 -4.680 -0.364
H -3.381 -4.101 1.283
H -0.990 -2.662 1.974
H -0.067 -0.465 1.419
H -0.582 1.203 -1.906
H -2.609 1.835 -1.524
H -4.010 3.616 -0.471
H -3.154 3.181 1.036
H -3.499 0.009 1.179
H -5.943 -1.142 1.040
H -7.551 0.780 -0.033
H 2.511 0.998 0.845
H 0.937 1.698 1.266
H 1.405 3.522 -0.457
H 1.787 4.495 1.670
H 2.720 3.094 2.215
H 4.531 4.637 1.857
H 3.699 5.396 0.484
H 5.173 3.836 -0.675
H 4.925 2.599 0.589
H 3.531 -0.529 -2.309
H 3.749 0.767 -1.097
H 2.369 -4.270 2.477
H 0.874 -5.496 0.921
H 0.389 -4.637 -1.309
H 1.378 -2.518 -2.120
H -2.048 -0.591 -2.362
H -2.992 -2.776 -1.790
*
```

Atomic partial charges in e from the Mulliken method, atoms 1 to 2: -1.57, 1.19

No. 5
Below is a molecular structure, C16H33NO4P2ReS, with properties calculated with wB97M-V/def2-TZVPD.

## Properties
- Strongest force on any atom: 6.9 eV/Å
- M: 583.7 g/mol
- Frontier orbital gap (alpha / beta): 6.018 / 5.669 eV
- Relative energy (zero: lowest compared OMol25 entry of this formula, charge and spin): 3.038 eV
- DFT total energy: -2144.01916 hartree
- E_HOMO (alpha / beta): -0.217 / -0.258 hartree

Structure (ORCA input):
```
! RIJCOSX wB97M-V def2-TZVPD def2/J DEFGRID3
* xyz 0 4
Re 0.023 -0.359 -0.216
P -0.744 -2.383 0.902
P 1.052 1.741 -1.088
N -0.178 -1.063 -1.817
H -1.289 0.549 0.258
C -2.516 -2.588 1.468
H -2.723 -3.593 1.881
H -3.168 -2.417 0.606
H -2.756 -1.838 2.228
C 0.179 -2.998 2.400
H -0.262 -3.920 2.810
H 0.192 -2.235 3.184
H 1.212 -3.197 2.099
C -0.595 -3.864 -0.210
H -0.911 -4.788 0.291
H 0.452 -3.949 -0.522
H -1.212 -3.698 -1.099
C -0.050 3.209 -1.309
H 0.464 4.052 -1.729
H -0.441 3.514 -0.305
H -0.910 2.918 -1.898
C 2.489 2.430 -0.201
H 2.820 3.377 -0.642
H 3.301 1.715 -0.192
H 2.222 2.641 0.870
C 1.705 1.515 -2.780
H 2.137 2.455 -3.170
H 0.905 1.189 -3.452
H 2.482 0.744 -2.771
C -0.256 -1.672 -3.021
C -1.526 -2.342 -5.026
C -1.489 -1.723 -3.815
C 0.905 -2.327 -3.626
C 0.823 -2.935 -4.850
C -0.382 -2.955 -5.567
H -2.465 -2.359 -5.587
H -2.345 -1.228 -3.350
H 1.819 -2.289 -3.024
H 1.713 -3.410 -5.267
H -0.432 -3.447 -6.546
C 0.304 0.735 2.922
O 0.858 0.277 1.821
C -1.099 0.499 3.176
H -1.482 1.204 3.946
H -1.277 -0.515 3.567
H -1.693 0.597 2.251
C 1.212 1.340 3.855
H 0.912 2.379 4.067
H 2.257 1.371 3.505
H 1.179 0.831 4.816
C -0.804 3.833 3.263
S 0.350 3.540 1.995
O 0.335 4.576 1.035
O 1.618 3.412 2.564
O 0.062 1.750 0.498
H -0.398 4.829 3.546
H -0.731 3.409 4.244
H -1.851 3.462 3.009
*
```

Atomic partial charges in e from the Mulliken method, atoms 1 to 2: 0.63, 0.75

No. 6
Below is a molecular structure, C39H30BrGeNO2ReS, with properties calculated with wB97M-V/def2-TZVPD.

## Properties
- Strongest force on any atom: 3.8 eV/Å
- M: 915.5 g/mol
- Frontier orbital gap: 6.924 eV
- DFT total energy: -6836.42538 hartree
- E_HOMO: -0.383 hartree

Structure (ORCA input):
```
! RIJCOSX wB97M-V def2-TZVPD def2/J DEFGRID3
* xyz 1 1
Re 10.307 14.043 11.733
Br 12.688 13.994 11.035
C 13.348 13.341 12.868
C 14.668 13.486 13.144
C 15.012 13.030 14.469
C 14.140 12.532 15.351
C 12.775 12.416 15.041
C 11.785 11.748 15.888
C 10.499 11.718 15.472
C 10.045 12.506 14.356
C 10.978 13.042 13.483
C 12.367 12.941 13.790
H 15.400 14.023 12.546
H 16.047 13.095 14.840
H 14.541 12.158 16.288
H 12.017 11.349 16.847
H 9.721 11.274 16.076
H 8.965 12.585 14.111
O 6.799 13.224 12.285
C 7.163 14.171 12.895
C 6.455 14.861 14.093
C 7.497 15.845 14.608
C 8.589 15.734 13.561
O 9.511 16.758 13.622
N 8.522 14.802 12.712
H 6.227 14.098 14.781
H 5.598 15.311 13.657
H 7.853 15.576 15.620
H 7.209 16.910 14.691
S 10.585 16.836 12.276
C 9.522 17.082 10.816
C 9.493 16.073 9.878
C 8.648 16.100 8.785
C 7.900 17.227 8.562
C 8.015 18.350 9.404
C 8.809 18.221 10.532
H 10.234 15.233 9.866
H 8.557 15.225 8.098
H 7.244 17.318 7.667
H 7.469 19.250 9.227
H 8.906 19.128 11.203
C 9.660 12.579 11.129
Ge 9.423 10.635 11.158
C 7.853 9.904 12.029
C 6.845 9.368 11.219
C 5.729 8.925 11.887
C 5.584 8.922 13.251
C 6.563 9.550 13.982
C 7.756 9.919 13.385
C 9.503 10.167 9.252
C 9.800 8.873 8.895
C 9.793 8.496 7.540
C 9.497 9.383 6.566
C 9.226 10.727 6.901
C 9.172 11.093 8.240
C 11.115 9.959 11.861
C 11.248 9.175 12.993
C 12.453 8.871 13.551
C 13.605 9.311 12.958
C 13.571 10.083 11.831
C 12.320 10.479 11.287
H 6.885 9.314 10.170
H 4.936 8.431 11.365
H 4.783 8.378 13.749
H 6.501 9.708 15.157
H 8.587 10.351 13.997
H 10.063 8.207 9.740
H 9.925 7.489 7.245
H 9.510 9.256 5.492
H 9.239 11.451 6.087
H 9.139 12.183 8.388
H 10.309 8.830 13.522
H 12.612 8.468 14.534
H 14.441 9.079 13.647
H 14.512 10.490 11.346
H 12.186 11.134 10.403
*
```

Atomic partial charges in e from the Mulliken method, atoms 1 to 2: 0.11, -0.15